*a*
{"formula": "C3H5N", "method": "wB97M-V/def2-TZVPD", "symbols": ["N", "H", "H", "C", "H", "H", "C", "H", "C"], "positions_angstrom": [[-3.19, -0.21, -0.04], [0.05, -1.17, 0.94], [-0.65, 1.39, 0.64], [-0.75, 0.60, -0.04], [-0.71, 1.25, -1.01], [1.34, -0.28, 0.15], [-2.10, 0.10, 0.08], [0.43, -1.20, -0.93], [0.32, -0.54, 0.03]], "mulliken_charge": [-0.38, 0.26, 0.27, -0.21, 0.22, 0.36, 0.20, 0.25, -0.97], "smiles": "CCC#N", "orbital_gap_ev": 12.32}


*b*
{"formula": "C3H5N", "method": "wB97M-V/def2-TZVPD", "symbols": ["H", "C", "C", "H", "N", "H", "H", "C", "H"], "positions_angstrom": [[0.81, -0.45, -0.15], [-0.61, -2.05, 0.26], [-0.03, 1.49, 0.15], [1.27, 0.83, -1.41], [-0.09, -2.99, 0.60], [-0.50, 1.21, 1.12], [-1.12, -1.09, 0.05], [0.71, 0.56, -0.43], [-0.44, 2.49, -0.18]], "mulliken_charge": [0.38, 0.15, -0.46, 0.14, -0.34, 0.22, 0.22, -0.55, 0.24], "smiles": "C#N.C=C", "orbital_gap_ev": 11.67}


Which structure loses on stability? *b* does.


*a*
{"formula": "C3H5N", "method": "wB97M-V/def2-TZVPD", "symbols": ["C", "C", "H", "H", "H", "H", "C", "N", "H"], "positions_angstrom": [[0.16, -0.61, -0.34], [-0.87, -0.67, -1.29], [0.30, 1.53, 2.35], [1.14, -0.48, -0.71], [-0.41, -1.11, -2.26], [-1.98, -0.67, -1.05], [0.51, 0.87, 1.49], [-0.07, -0.15, 0.98], [1.21, 1.30, 0.82]], "mulliken_charge": [-0.09, -0.61, 0.25, 0.39, 0.22, 0.29, -0.16, -0.47, 0.19], "smiles": "C=CN=C", "orbital_gap_ev": 9.65}


*b*
{"formula": "C3H5N", "method": "wB97M-V/def2-TZVPD", "symbols": ["C", "H", "N", "H", "H", "C", "H", "C", "H"], "positions_angstrom": [[-1.00, 0.04, -0.11], [2.25, -0.20, -0.54], [1.24, -0.65, -0.18], [0.49, 1.15, 0.82], [0.53, 1.16, -0.80], [0.41, 0.43, 0.00], [-3.24, -0.56, 0.02], [-2.14, -0.35, -0.11], [1.47, -1.01, 0.89]], "mulliken_charge": [-0.31, 0.29, -0.63, 0.28, 0.29, -0.71, 0.36, 0.14, 0.28], "smiles": "C#CCN", "orbital_gap_ev": 10.46}


Which structure loses on stability? *b* does.


*a*
{"formula": "C3H5N", "method": "wB97M-V/def2-TZVPD", "symbols": ["H", "C", "H", "N", "H", "H", "C", "H", "C"], "positions_angstrom": [[2.60, 0.39, 0.06], [-0.99, 0.12, -0.18], [0.26, 0.83, 1.07], [-2.11, -0.27, 0.05], [0.84, 1.58, -0.37], [1.81, -1.10, 0.85], [0.49, 0.37, 0.02], [2.03, -0.84, -0.88], [1.71, -0.32, -0.02]], "mulliken_charge": [0.28, 0.24, 0.21, -0.45, 0.21, 0.22, -0.18, 0.35, -0.89], "smiles": "CCC#N", "orbital_gap_ev": 11.29}


*b*
{"formula": "C3H5N", "method": "wB97M-V/def2-TZVPD", "symbols": ["C", "C", "H", "N", "H", "C", "H", "H", "H"], "positions_angstrom": [[0.14, 0.81, -0.39], [0.65, -0.59, 0.13], [1.52, -0.41, 0.85], [-0.80, -0.89, 0.63], [0.81, -1.01, -0.98], [-0.09, 1.80, -1.10], [-0.85, -1.94, 1.13], [-1.12, -0.42, 1.56], [-0.26, 2.66, -1.83]], "mulliken_charge": [-0.33, -0.29, 0.27, -0.62, 0.21, -0.07, 0.24, 0.25, 0.33], "smiles": "C#CCN", "orbital_gap_ev": 10.44}


Which structure loses on stability? *b* does.


*a*
{"formula": "C3H9N3O6", "method": "wB97M-V/def2-TZVPD", "symbols": ["O", "N", "N", "H", "H", "H", "H", "O", "N", "C", "H", "C", "O", "O", "H", "H", "H", "O", "O", "H", "C"], "positions_angstrom": [[13.51, -26.12, 13.18], [21.06, -32.03, 11.34], [19.98, -19.41, 14.24], [20.06, -33.75, 11.98], [20.77, -17.92, 12.77], [21.47, -33.46, 12.90], [21.89, -19.13, 13.51], [20.82, -31.83, 10.19], [14.25, -26.92, 13.76], [21.08, -33.37, 11.88], [21.69, -34.02, 11.25], [21.02, -18.49, 13.67], [13.80, -27.78, 14.49], [18.91, -18.93, 14.57], [21.32, -17.72, 14.37], [16.22, -27.23, 14.48], [15.93, -25.64, 13.64], [20.27, -20.58, 14.40], [21.23, -31.10, 12.20], [16.12, -26.89, 12.67], [15.72, -26.71, 13.67]], "mulliken_charge": [-0.51, 0.79, 0.83, 0.28, 0.27, 0.30, 0.32, -0.48, 0.83, -0.67, 0.28, -0.68, -0.50, -0.51, 0.28, 0.31, 0.30, -0.50, -0.50, 0.28, -0.70], "smiles": "C[N+](=O)[O-].C[N+](=O)[O-].C[N+](=O)[O-]", "orbital_gap_ev": 10.85}


*b*
{"formula": "C3H9N3O6", "method": "wB97M-V/def2-TZVPD", "symbols": ["H", "O", "H", "O", "C", "H", "O", "H", "O", "O", "H", "N", "N", "H", "C", "C", "H", "O", "N", "H", "H"], "positions_angstrom": [[2.25, 0.26, 1.31], [3.52, 0.04, -3.90], [0.81, -0.45, -3.77], [-3.15, 1.33, 3.32], [1.69, -0.63, 1.01], [1.26, 1.27, -3.61], [0.21, 0.20, 2.61], [-3.88, 0.57, 0.59], [-2.50, 2.21, 1.50], [-0.14, -1.73, 1.91], [2.12, -1.60, 1.25], [2.70, -0.22, -2.99], [0.46, -0.70, 1.85], [0.94, 0.24, -2.16], [1.36, 0.28, -3.17], [-3.19, 0.10, 1.29], [1.41, -0.61, -0.05], [2.94, -0.91, -1.96], [-2.89, 1.28, 2.10], [-2.23, -0.29, 0.94], [-3.69, -0.64, 1.92]], "mulliken_charge": [0.31, -0.49, 0.28, -0.55, -0.59, 0.29, -0.51, 0.30, -0.51, -0.52, 0.33, 0.80, 0.88, 0.12, -0.52, -0.57, 0.12, -0.49, 0.91, 0.14, 0.27], "smiles": "C[N+](=O)[O-].C[N+](=O)[O-].C[N+](=O)[O-]", "orbital_gap_ev": 10.04}


Which structure loses on stability? *a* does.


*a*
{"formula": "C7H12S", "method": "wB97M-V/def2-TZVPD", "symbols": ["H", "C", "H", "H", "C", "H", "H", "C", "S", "C", "H", "H", "H", "C", "C", "C", "H", "H", "H", "H"], "positions_angstrom": [[2.25, 0.14, -0.16], [-0.11, -0.54, 1.21], [-3.09, 1.15, 1.44], [-0.75, 1.55, 1.50], [0.36, -0.96, 2.39], [-1.42, 0.17, -1.18], [3.06, -0.97, -2.15], [-1.00, 0.63, 0.95], [0.45, -1.46, -0.23], [2.06, -0.42, -2.27], [0.78, -1.97, 2.47], [-2.94, -0.53, 0.67], [2.33, 0.56, -2.64], [-2.50, 0.46, 0.77], [1.47, -0.14, -0.89], [-1.66, 0.89, -0.35], [-1.81, 1.88, -0.78], [1.46, -0.95, -3.06], [0.83, 0.71, -0.96], [0.22, -0.20, 3.26]], "mulliken_charge": [0.37, 0.21, 0.24, 0.37, -0.60, 0.28, 0.29, -0.21, -0.23, -1.17, 0.27, 0.24, 0.35, -0.53, -0.26, -0.70, 0.27, 0.31, 0.27, 0.22], "smiles": "C=C(SCC)C1CC1", "orbital_gap_ev": 9.28}


*b*
{"formula": "C7H12S", "method": "wB97M-V/def2-TZVPD", "symbols": ["H", "C", "H", "H", "H", "H", "H", "C", "C", "H", "S", "C", "H", "H", "C", "C", "C", "H", "H", "H"], "positions_angstrom": [[-3.27, -1.25, -0.53], [1.97, -1.11, 0.60], [2.58, -2.01, 0.83], [2.12, 1.87, -0.87], [-1.89, 0.98, -1.35], [2.54, 1.41, 0.71], [-4.14, 0.10, -0.24], [1.83, 1.21, -0.11], [-2.01, 0.52, -0.38], [0.51, -1.81, -1.04], [-0.61, 0.14, 0.39], [0.77, -0.98, -0.42], [1.73, -0.62, 1.47], [-3.11, -0.69, 0.95], [0.39, 1.45, 0.14], [-3.14, -0.33, -0.08], [2.00, -0.21, -0.57], [0.10, 2.43, 0.42], [-1.02, -0.64, 1.40], [2.66, -0.46, -1.31]], "mulliken_charge": [0.37, -0.80, 0.29, 0.42, 0.35, 0.28, 0.31, -0.92, -0.25, 0.40, 0.29, -0.23, 0.25, 0.31, -0.74, -1.28, -0.10, 0.50, 0.08, 0.48], "smiles": "CC=[S@@H]1=CC[C@H]2C[C@H]21", "orbital_gap_ev": 7.79}


*c*
{"formula": "C7H12S", "method": "wB97M-V/def2-TZVPD", "symbols": ["C", "H", "H", "S", "H", "C", "H", "C", "C", "C", "H", "H", "H", "H", "H", "H", "H", "H", "C", "C"], "positions_angstrom": [[0.77, 1.46, -0.35], [1.72, 1.78, 0.23], [-2.92, -0.82, -0.18], [1.19, 0.52, -1.73], [-1.25, -0.19, -1.54], [0.31, -1.90, 1.59], [1.96, -0.46, 1.03], [0.86, -0.58, 1.34], [-1.46, 0.44, 0.91], [-0.11, 0.26, 0.33], [1.00, 0.08, 2.29], [-0.78, -1.44, 1.66], [0.63, -2.34, 2.83], [-0.10, -1.61, -1.10], [-3.41, 0.32, 0.96], [0.07, 2.23, -0.44], [0.30, -2.61, 0.73], [-1.53, 1.17, 1.72], [-2.61, 0.03, 0.49], [-0.21, -0.46, -1.06]], "mulliken_charge": [-1.06, 0.35, 0.24, -0.19, 0.36, -0.75, 0.34, -0.70, -0.72, 1.21, 0.30, 0.30, 0.25, 0.28, 0.39, 0.46, 0.25, 0.27, -0.74, -0.85], "orbital_gap_ev": 9.33}


Which structure loses on stability? *b* does.


*a*
{"formula": "C5H8S", "method": "wB97M-V/def2-TZVPD", "symbols": ["C", "H", "C", "H", "H", "H", "H", "S", "H", "C", "C", "H", "H", "C"], "positions_angstrom": [[-1.29, -1.28, 0.03], [-1.12, 2.83, 0.45], [0.72, 0.04, -0.29], [-2.11, -0.53, 0.30], [0.10, 2.20, -1.29], [0.94, 0.56, -1.30], [-0.34, 0.58, 1.51], [2.51, -0.03, 0.06], [2.28, -1.36, 0.87], [-0.11, 1.05, 0.48], [0.09, -1.27, -0.32], [-1.67, -2.40, 0.16], [0.34, -2.55, -0.41], [-0.33, 2.16, -0.24]], "mulliken_charge": [-0.68, 0.22, 0.36, 0.34, 0.25, -0.01, 0.44, -0.24, 0.14, -0.08, -0.36, 0.16, 0.21, -0.75], "smiles": "C=CC(S)C=C", "orbital_gap_ev": 9.55}


*b*
{"formula": "C5H8S", "method": "wB97M-V/def2-TZVPD", "symbols": ["S", "C", "C", "C", "H", "C", "H", "H", "H", "H", "H", "H", "C", "H"], "positions_angstrom": [[1.12, -0.80, 1.30], [0.37, -0.61, -0.28], [-0.90, -0.76, -1.14], [-0.06, 0.40, 0.66], [-0.93, 1.17, -2.34], [-1.17, 0.82, -1.34], [-1.79, -1.16, -0.64], [0.55, 2.09, -0.84], [-0.79, 2.36, 0.23], [-2.22, 1.01, -1.12], [-0.77, -1.29, -2.10], [1.14, -0.13, -0.90], [-0.24, 1.57, -0.27], [-1.06, 0.20, 1.12]], "mulliken_charge": [-0.16, 0.11, -0.73, -0.09, 0.33, -0.45, 0.28, 0.27, 0.30, 0.31, 0.28, 0.14, -0.79, 0.19], "smiles": "C1C[C@@H]2S[C@H]2C1", "orbital_gap_ev": 9.94}


Which structure loses on stability? *a* does.


*a*
{"formula": "C5H8S", "method": "wB97M-V/def2-TZVPD", "symbols": ["H", "C", "H", "H", "C", "S", "H", "H", "H", "H", "C", "C", "C", "H"], "positions_angstrom": [[-0.16, -0.39, -1.44], [-0.34, -0.62, -0.41], [-2.28, -0.41, 0.77], [-2.38, 0.37, -0.77], [-0.38, 0.63, 0.39], [2.11, -0.02, -0.02], [0.72, -1.63, 1.24], [-0.30, 0.33, 1.42], [1.17, 2.29, 0.42], [1.14, -2.25, -0.51], [0.82, 1.39, -0.07], [-1.68, -0.04, -0.04], [0.83, -1.39, 0.12], [0.73, 1.74, -1.10]], "mulliken_charge": [0.19, -0.01, 0.22, 0.24, -0.06, -0.15, 0.25, 0.17, 0.40, 0.35, -0.70, -0.56, -0.63, 0.28], "smiles": "C1SC[C@H]2C[C@H]12", "orbital_gap_ev": 9.63}


*b*
{"formula": "C5H8S", "method": "wB97M-V/def2-TZVPD", "symbols": ["C", "C", "H", "H", "H", "H", "C", "C", "H", "H", "H", "C", "S", "H"], "positions_angstrom": [[-0.98, 2.12, 0.89], [0.77, -0.33, -1.04], [1.24, -0.50, 1.38], [1.16, 0.62, -1.48], [-1.02, 1.46, 1.75], [1.03, -2.56, -0.75], [1.47, -1.60, -0.65], [0.74, -0.89, 0.49], [-1.88, 2.68, 0.45], [-2.72, 0.01, -0.59], [0.02, 2.24, 0.60], [-0.41, -0.39, -0.20], [-2.01, -1.14, -0.30], [2.61, -1.71, -0.54]], "mulliken_charge": [-0.92, -0.28, 0.23, 0.26, 0.32, 0.22, -0.38, -0.35, 0.31, 0.12, 0.30, 0.19, -0.25, 0.24], "orbital_gap_ev": [8.53, 7.68]}


Which structure loses on stability? *b* does.


*a*
{"formula": "C5H8S", "method": "wB97M-V/def2-TZVPD", "symbols": ["H", "H", "H", "H", "C", "H", "H", "S", "H", "H", "C", "C", "C", "C"], "positions_angstrom": [[-0.48, -0.14, -1.85], [-0.97, 1.21, 0.83], [1.46, -1.19, 1.46], [1.79, 1.32, 1.16], [-0.92, 0.03, -0.86], [-0.30, 2.21, -0.48], [-0.44, -2.05, -0.64], [2.07, -0.11, -0.66], [-1.25, -1.44, 0.72], [-2.09, 0.22, -0.84], [-0.36, 1.21, -0.01], [0.91, -0.77, 0.60], [-0.48, -1.25, 0.04], [1.06, 0.74, 0.53]], "mulliken_charge": [0.36, 0.31, 0.41, 0.44, -0.70, 0.33, 0.31, -0.19, 0.36, 0.29, -0.59, -0.34, -0.75, -0.25], "smiles": "C1C[C@@H]2S[C@@H]2C1", "orbital_gap_ev": 9.58}


*b*
{"formula": "C5H8S", "method": "wB97M-V/def2-TZVPD", "symbols": ["C", "H", "H", "H", "H", "S", "H", "C", "H", "H", "C", "C", "C", "H"], "positions_angstrom": [[1.28, -0.22, 1.44], [0.67, -2.50, 1.61], [2.54, -1.83, 1.65], [-0.61, -1.99, 0.06], [-0.34, 1.09, 1.72], [-0.43, 1.48, -1.43], [-0.49, -1.13, -1.95], [-0.99, -1.10, -0.75], [-2.14, -0.93, -0.73], [1.97, 0.71, 1.34], [1.56, -1.69, 1.52], [-0.21, 0.10, 1.08], [-0.62, 0.17, -0.38], [-0.78, -0.66, 1.65]], "mulliken_charge": [0.13, 0.17, 0.37, 0.09, 0.32, -0.22, 0.27, -0.56, 0.25, 0.31, -0.79, -1.05, 0.28, 0.43], "smiles": "C=CCC(C)=S", "orbital_gap_ev": 8.31}


Which structure loses on stability? *b* does.